No. 1
# C6H40NO14

14 unconnected molecules or ions with the total composition C6H40NO14 at a distorted geometry (the ωB97M-V functional and the def2-TZVPD basis, the Open Molecules 2025 dataset).

- Energy: -37028.920 eV
- Max |F|: 2.595 eV Å⁻¹
- Net charge: -1
- Frontier orbital gap: 8.04 eV
- LUMO: 2.468 eV

CARTESIAN COORDINATES (ANGSTROEM)
C1 -0.465 1.185 0.833
N1 0.077 2.375 1.481
C2 0.599 2.146 2.826
C3 1.785 1.118 2.760
C4 1.429 -0.133 3.573
O1 2.545 -0.993 3.766
C5 -1.897 1.510 0.404
C6 -2.667 0.463 -0.436
H1 0.107 0.927 -0.063
H2 -0.325 0.327 1.472
H3 0.468 3.082 0.871
H4 0.884 3.100 3.240
H5 -0.205 1.590 3.308
H6 1.833 0.770 1.725
H7 2.745 1.520 3.090
H8 1.014 0.134 4.540
H9 0.716 -0.738 3.039
H10 -2.461 1.743 1.299
H11 -1.854 2.409 -0.200
H12 -2.242 0.448 -1.434
H13 -3.719 0.704 -0.367
H14 -2.559 -0.530 -0.031
H15 1.705 -2.580 1.788
H16 0.954 -3.580 0.915
O2 0.814 -2.961 1.658
H17 -1.330 0.064 -4.332
H18 -2.407 1.271 -4.283
O3 -2.003 0.563 -4.808
H19 2.551 -1.630 0.080
H20 2.836 -1.171 2.864
O4 3.032 -1.553 0.969
H21 -2.133 3.048 -2.681
H22 -1.389 3.007 -3.980
O5 -2.297 2.997 -3.632
H23 -3.393 0.725 3.713
H24 -2.119 0.027 3.277
O6 -2.466 0.608 3.968
H25 0.569 1.964 -2.982
H26 0.932 2.889 -4.261
O7 0.537 2.859 -3.390
H27 -0.682 -1.867 -3.479
H28 -0.339 -1.490 -2.087
O8 -0.876 -1.182 -2.829
H29 -2.099 -1.806 1.289
H30 -0.745 -2.213 1.890
O9 -1.567 -1.724 2.086
H31 2.262 3.007 -2.234
H32 2.885 2.517 -0.830
O10 2.670 3.256 -1.395
H33 0.633 -2.729 -1.239
H34 0.502 -4.283 -1.612
O11 -0.023 -3.484 -1.521
H35 2.269 -1.890 -2.129
H36 3.172 -0.608 1.124
O12 1.847 -1.814 -1.262
H37 1.269 -0.173 -3.420
H38 1.420 -0.224 -1.927
O13 1.495 0.407 -2.686
H39 -1.175 -4.312 1.287
H40 -1.343 -4.440 -0.224
O14 -1.771 -4.651 0.617

***

No. 2
# C2H4BrCl3Si

2 unconnected molecules or ions with the total composition C2H4BrCl3Si at a distorted geometry (the ωB97M-V functional and the def2-TZVPD basis, the Open Molecules 2025 dataset).

- Energy: -117629.099 eV
- Max |F|: 2.867 eV Å⁻¹
- Net charge: 0
- Frontier orbital gap: 10.35 eV
- SMILES: Cl[SiH](Cl)Cl.C=CBr
- LUMO: 0.560 eV

CARTESIAN COORDINATES (ANGSTROEM)
Cl1 -3.239 -1.657 -0.471
Si1 -2.649 0.174 0.052
Cl2 -2.617 1.503 -1.521
Cl3 -4.003 0.945 1.406
H1 -1.404 0.400 0.599
C1 2.751 0.300 -0.295
C2 1.892 -0.452 0.429
Br1 1.806 -2.381 0.079
H2 3.404 -0.012 -1.128
H3 2.923 1.388 -0.288
H4 1.135 -0.208 1.138

***

No. 3
# C33H66O33

11 unconnected molecules or ions with the total composition C33H66O33 at a distorted geometry (the ωB97M-V functional and the def2-TZVPD basis, the Open Molecules 2025 dataset).

- Energy: -102855.968 eV
- Max |F|: 3.304 eV Å⁻¹
- Net charge: 0
- Frontier orbital gap: 11.00 eV
- SMILES: COC(=O)OC.COC(=O)OC.COC(=O)OC.COC(=O)OC.COC(=O)OC.COC(=O)OC.COC(=O)OC.COC(=O)OC.COC(=O)OC.COC(=O)OC.COC(=O)OC
- LUMO: 0.324 eV

CARTESIAN COORDINATES (ANGSTROEM)
C1 1.387 -0.894 -3.930
O1 2.736 -1.222 -3.649
C2 3.727 -0.822 -4.408
O2 3.613 -0.311 -5.501
O3 4.857 -1.117 -3.775
C3 6.092 -0.933 -4.462
H1 1.075 0.105 -3.625
H2 0.828 -1.663 -3.404
H3 1.215 -0.878 -5.006
H4 6.331 -1.940 -4.804
H5 6.807 -0.422 -3.824
H6 5.945 -0.330 -5.359
C4 -3.022 -6.999 6.644
O4 -2.303 -6.101 5.814
C5 -0.984 -6.116 5.877
O5 -0.340 -6.963 6.465
O6 -0.493 -5.042 5.315
C6 0.898 -4.950 5.084
H7 -2.787 -6.703 7.672
H8 -2.734 -8.023 6.425
H9 -4.094 -6.812 6.661
H10 1.096 -4.137 4.390
H11 1.216 -5.911 4.678
H12 1.448 -4.770 6.008
C7 0.818 0.999 -7.101
O7 -0.593 0.916 -7.026
C8 -1.110 1.279 -5.818
O8 -0.465 1.559 -4.838
O9 -2.394 1.042 -5.759
C9 -3.211 1.689 -4.810
H13 1.192 1.161 -8.113
H14 1.221 0.008 -6.878
H15 1.258 1.765 -6.467
H16 -2.910 1.550 -3.772
H17 -4.239 1.333 -4.823
H18 -3.217 2.748 -5.071
C10 4.270 1.384 -0.561
O10 4.364 0.351 0.399
C11 5.055 0.581 1.490
O11 5.513 1.649 1.845
O12 4.985 -0.493 2.255
C12 5.670 -0.551 3.471
H19 3.315 1.479 -1.074
H20 5.057 1.343 -1.315
H21 4.405 2.353 -0.078
H22 5.370 0.294 4.092
H23 6.741 -0.582 3.250
H24 5.491 -1.481 4.010
C13 -1.123 7.350 2.217
O13 -0.897 6.402 1.191
C14 -0.682 6.830 -0.031
O14 -0.504 7.972 -0.338
O15 -0.528 5.778 -0.878
C15 -0.903 4.458 -0.486
H25 -1.196 6.804 3.150
H26 -1.921 8.022 1.892
H27 -0.287 8.058 2.206
H28 -1.012 3.741 -1.296
H29 -1.920 4.584 -0.110
H30 -0.216 4.040 0.250
C16 -5.495 -0.875 -3.515
O16 -6.835 -0.786 -3.931
C17 -7.341 0.272 -4.501
O17 -6.662 1.158 -5.002
O18 -8.646 0.116 -4.687
C18 -9.323 1.162 -5.348
H31 -5.142 -0.210 -2.727
H32 -4.863 -0.781 -4.399
H33 -5.340 -1.883 -3.134
H34 -9.067 1.200 -6.408
H35 -9.204 2.177 -4.970
H36 -10.383 0.919 -5.304
C19 -1.576 0.578 -1.754
O19 -1.267 -0.484 -0.845
C20 -0.123 -0.339 -0.149
O20 0.719 0.498 -0.311
O21 -0.083 -1.388 0.675
C21 1.157 -1.699 1.317
H37 -0.996 0.519 -2.676
H38 -1.360 1.538 -1.290
H39 -2.607 0.550 -2.089
H40 1.830 -0.864 1.534
H41 1.755 -2.363 0.699
H42 0.906 -1.995 2.333
C22 -2.756 -3.499 3.295
O22 -1.750 -2.516 3.407
C23 -1.981 -1.377 4.049
O23 -2.845 -1.223 4.901
O24 -1.224 -0.441 3.582
C24 -1.184 0.822 4.237
H43 -2.341 -4.440 2.947
H44 -3.569 -3.137 2.665
H45 -3.236 -3.762 4.240
H46 -2.221 1.163 4.123
H47 -0.728 1.546 3.566
H48 -0.870 0.746 5.271
C25 -6.108 3.520 -2.505
O25 -5.909 2.352 -1.720
C26 -4.825 2.263 -0.990
O26 -3.751 2.757 -1.280
O27 -5.049 1.498 0.056
C27 -4.072 1.074 0.972
H49 -6.182 4.369 -1.828
H50 -7.056 3.456 -3.038
H51 -5.380 3.614 -3.308
H52 -3.065 1.130 0.552
H53 -4.336 0.080 1.318
H54 -3.929 1.716 1.846
C28 4.095 -2.387 -0.662
O28 5.446 -2.303 -1.009
C29 6.165 -3.412 -0.951
O29 5.765 -4.484 -0.583
O30 7.399 -3.089 -1.353
C30 8.481 -3.962 -1.128
H55 3.641 -1.516 -1.127
H56 3.963 -2.386 0.424
H57 3.587 -3.309 -0.957
H58 8.786 -4.548 -1.993
H59 8.331 -4.558 -0.226
H60 9.378 -3.410 -0.836
C31 1.910 2.238 2.613
O31 1.963 1.175 3.532
C32 2.691 1.398 4.625
O32 3.328 2.389 4.877
O33 2.614 0.361 5.442
C33 3.159 0.456 6.737
H61 1.315 3.073 3.002
H62 1.407 1.947 1.693
H63 2.865 2.710 2.379
H64 4.252 0.473 6.673
H65 2.900 -0.427 7.312
H66 2.956 1.382 7.275

***

No. 4
# C47H48F6N3

2 unconnected molecules or ions with the total composition C47H48F6N3 at a distorted geometry (the ωB97M-V functional and the def2-TZVPD basis, the Open Molecules 2025 dataset).

- Energy: -70284.098 eV
- Max |F|: 3.046 eV Å⁻¹
- Net charge: +1
- Frontier orbital gap: 2.42 eV
- LUMO: -6.230 eV

CARTESIAN COORDINATES (ANGSTROEM)
C1 -3.319 -0.965 -3.816
C2 -3.393 -1.895 -2.617
C3 -3.995 -3.250 -2.980
C4 -4.118 -1.205 -1.457
C5 -5.494 -1.006 -1.524
C6 -6.170 -0.403 -0.466
C7 -5.489 -0.100 0.710
C8 -4.120 -0.332 0.817
C9 -3.404 -0.142 2.157
C10 -4.247 -0.569 3.372
C11 -2.955 1.302 2.298
C12 -3.412 -0.706 -0.348
N1 -1.984 -0.936 -0.308
N2 -1.644 -2.250 -0.176
N3 -0.305 -2.248 -0.020
C13 0.317 -3.464 0.433
C14 0.472 -4.508 -0.496
C15 -0.120 -4.458 -1.905
C16 -1.024 -5.661 -2.197
C17 0.961 -4.362 -2.976
C18 1.256 -5.591 -0.116
C19 1.805 -5.664 1.158
C20 1.512 -4.692 2.109
C21 0.728 -3.593 1.775
C22 0.372 -2.583 2.860
C23 1.566 -1.713 3.235
C24 -0.176 -3.261 4.126
C25 0.226 -0.987 -0.242
C26 1.647 -0.730 -0.221
C27 2.098 0.591 0.000
C28 3.413 0.968 -0.194
C29 4.371 -0.013 -0.358
C30 5.791 0.481 -0.407
F1 6.721 -0.489 -0.614
F2 5.961 1.416 -1.399
F3 6.124 1.115 0.769
C31 4.021 -1.369 -0.425
C32 2.669 -1.710 -0.413
C33 -0.840 -0.094 -0.365
C34 -0.871 1.299 -0.525
H1 -2.843 -0.023 -3.529
H2 -2.742 -1.405 -4.634
H3 -4.332 -0.749 -4.173
H4 -2.377 -2.101 -2.276
H5 -3.984 -3.919 -2.110
H6 -5.032 -3.139 -3.321
H7 -3.409 -3.722 -3.780
H8 -6.037 -1.341 -2.413
H9 -7.244 -0.226 -0.536
H10 -6.033 0.297 1.572
H11 -2.519 -0.795 2.142
H12 -4.622 -1.592 3.257
H13 -3.637 -0.543 4.283
H14 -5.103 0.097 3.527
H15 -2.299 1.584 1.469
H16 -3.831 1.961 2.285
H17 -2.412 1.474 3.233
H18 -0.754 -3.565 -1.954
H19 -1.817 -5.753 -1.445
H20 -1.503 -5.547 -3.179
H21 -0.448 -6.597 -2.211
H22 1.599 -3.489 -2.818
H23 1.595 -5.256 -2.968
H24 0.511 -4.277 -3.970
H25 1.439 -6.378 -0.850
H26 2.457 -6.498 1.422
H27 1.887 -4.778 3.128
H28 -0.421 -1.936 2.463
H29 1.991 -1.232 2.349
H30 1.274 -0.929 3.942
H31 2.348 -2.323 3.700
H32 -0.977 -3.971 3.889
H33 0.619 -3.804 4.657
H34 -0.584 -2.512 4.819
H35 1.357 1.320 0.300
H36 3.698 2.025 -0.203
H37 4.783 -2.143 -0.503
H38 2.380 -2.748 -0.574
H39 0.008 1.776 -0.945
H40 -1.829 1.792 -0.495
F4 3.666 9.154 -1.690
C35 2.684 8.225 -1.952
C36 1.822 8.469 -3.018
C37 0.810 7.519 -3.199
F5 -0.058 7.735 -4.249
C38 0.663 6.382 -2.426
C39 1.546 6.148 -1.327
C40 1.383 5.020 -0.460
C41 2.031 4.934 0.813
C42 2.301 3.677 1.411
C43 3.199 3.546 2.454
C44 3.761 4.665 3.080
C45 3.364 5.906 2.598
F6 3.851 7.023 3.225
C46 2.478 6.076 1.544
C47 2.615 7.089 -1.160
H41 1.944 9.338 -3.663
H42 -0.133 5.669 -2.630
H43 0.759 4.186 -0.797
H44 1.761 2.819 1.034
H45 3.468 2.557 2.819
H46 4.436 4.587 3.935
H47 2.155 7.072 1.261
H48 3.382 6.944 -0.406

***

No. 5
# C26H20AuN4PSe2

A molecular structure, C26H20AuN4PSe2 at a distorted geometry (the ωB97M-V functional and the def2-TZVPD basis, the Open Molecules 2025 dataset).

- Energy: -176918.443 eV
- Max |F|: 3.166 eV Å⁻¹
- ⟨S²⟩: 2.02
- 2S+1: 3
- Net charge: 0
- Frontier orbital gap (alpha / beta): 7.89 / 4.89 eV
- LUMO (alpha / beta): -0.296 / -3.273 eV

CARTESIAN COORDINATES (ANGSTROEM)
Au1 1.033 -1.297 -0.382
N1 3.467 -0.388 -0.302
C1 4.020 -1.381 0.513
C2 4.952 -2.326 0.083
C3 5.352 -3.370 0.933
C4 4.782 -3.504 2.182
C5 3.849 -2.603 2.597
C6 3.411 -1.576 1.780
C7 2.230 -0.707 2.263
C8 2.261 -0.131 3.540
C9 1.117 0.491 4.018
C10 -0.060 0.520 3.305
C11 -0.085 0.038 2.045
C12 1.057 -0.589 1.553
H1 3.880 -0.190 -1.211
H2 3.223 0.484 0.152
H3 5.471 -2.145 -0.859
H4 6.043 -4.127 0.602
H5 5.054 -4.325 2.818
H6 3.411 -2.706 3.559
H7 3.167 -0.224 4.113
H8 1.128 0.974 5.008
H9 -0.890 0.945 3.826
H10 -0.982 0.040 1.441
Se1 -1.914 -1.458 -0.906
P1 -1.651 0.643 -1.155
Se2 0.454 1.183 -1.454
C13 -2.599 1.270 -2.589
C14 -2.090 2.330 -3.310
C15 -2.841 2.796 -4.363
C16 -4.127 2.317 -4.597
C17 -4.621 1.327 -3.825
C18 -3.874 0.759 -2.791
C19 -2.367 1.647 0.272
C20 -2.105 3.016 0.315
C21 -2.650 3.772 1.332
C22 -3.487 3.187 2.247
C23 -3.844 1.869 2.150
C24 -3.274 1.096 1.163
H11 -1.211 2.846 -2.984
H12 -2.469 3.686 -4.898
H13 -4.712 2.799 -5.371
H14 -5.627 1.004 -3.961
H15 -4.214 -0.016 -2.162
H16 -1.412 3.469 -0.400
H17 -2.387 4.826 1.443
H18 -3.770 3.794 3.067
H19 -4.457 1.366 2.833
H20 -3.442 0.046 1.162
N2 1.281 -2.207 -2.256
C25 1.343 -3.222 -2.871
N3 1.424 -4.179 -3.656
C26 1.716 -5.411 -3.198
N4 2.034 -6.457 -2.816

***

No. 6
# C6H7O3

A gas-phase ion, C6H7O3 (charge +1) at a distorted geometry (the ωB97M-V functional and the def2-TZVPD basis, the Open Molecules 2025 dataset).

- Energy: -12468.804 eV
- Max |F|: 6.066 eV Å⁻¹
- Net charge: +1
- Frontier orbital gap: 9.78 eV
- LUMO: -6.021 eV

CARTESIAN COORDINATES (ANGSTROEM)
C1 -2.363 -0.603 -0.322
C2 -1.033 -0.718 -0.390
C3 -2.822 0.585 0.308
C4 -0.525 0.619 0.319
C5 -0.206 -1.814 -0.992
C6 1.026 2.187 1.080
O1 -3.854 1.137 0.429
O2 -1.534 1.339 0.715
O3 0.699 0.846 0.525
H1 -2.930 -1.418 -0.772
H2 -0.100 -2.585 -0.351
H3 0.798 -1.418 -1.078
H4 -0.637 -2.056 -2.001
H5 0.310 2.822 1.495
H6 1.922 1.859 1.721
H7 1.480 2.882 0.187

***

No. 7
# C23H50BCl2K2N3O7

A molecular structure, C23H50BCl2K2N3O7 at a distorted geometry (the ωB97M-V functional and the def2-TZVPD basis, the Open Molecules 2025 dataset).

- Energy: -101828.021 eV
- Max |F|: 5.277 eV Å⁻¹
- Net charge: 0
- Frontier orbital gap: 3.20 eV
- LUMO: -1.512 eV

CARTESIAN COORDINATES (ANGSTROEM)
C1 5.509 2.720 4.058
C2 5.789 2.619 2.542
N1 5.459 1.300 1.960
C3 4.138 1.301 1.292
C4 3.038 1.018 2.309
B1 1.585 0.817 1.630
O1 1.368 0.179 0.390
C5 0.830 -1.117 0.760
C6 1.964 -2.073 1.058
N2 2.816 -2.202 -0.136
C7 -0.040 -0.674 1.938
Cl1 -0.354 -2.014 3.043
C8 -1.353 -0.036 1.444
C9 -1.733 1.290 2.102
C10 -2.550 2.214 1.172
O2 -3.000 1.510 0.024
O3 0.831 0.188 2.612
C11 6.479 0.977 0.982
C12 6.504 1.757 -0.310
O4 7.282 0.131 1.217
H1 5.394 1.742 4.514
H2 4.654 3.360 4.296
H3 6.364 3.206 4.524
H4 6.862 2.754 2.425
H5 5.236 3.411 2.029
H6 4.135 0.489 0.563
H7 3.940 2.240 0.771
H8 3.013 1.884 2.968
H9 3.358 0.126 2.844
H10 1.029 2.221 1.674
H11 0.182 -1.587 0.020
H12 1.564 -3.059 1.287
H13 2.554 -1.765 1.926
H14 2.775 -1.351 -0.684
H15 3.783 -2.313 0.137
H16 -1.289 0.050 0.364
H17 -2.143 -0.753 1.649
H18 -2.312 1.092 3.002
H19 -0.862 1.852 2.437
H20 -1.935 3.071 0.884
H21 -3.398 2.629 1.723
H22 -3.062 2.148 -0.695
H23 6.174 1.121 -1.129
H24 5.884 2.648 -0.254
H25 7.532 2.048 -0.510
K1 3.241 1.610 5.087
C13 -0.677 -1.357 6.134
C14 -0.589 -0.841 7.583
O5 0.567 -0.155 7.786
H26 0.166 -2.024 5.930
H27 -1.603 -1.917 5.945
H28 -0.641 -0.516 5.436
H29 -0.738 -1.742 8.236
H30 -1.530 -0.256 7.748
C15 -2.009 -2.380 -3.322
C16 -2.298 -0.871 -3.549
C17 -3.702 -0.519 -3.024
C18 -4.847 -0.932 -3.943
C19 -4.557 -0.426 -5.354
C20 -3.175 -0.894 -5.868
N3 -2.092 -0.523 -4.971
O6 -1.958 0.879 -5.081
C21 -3.210 -2.429 -6.102
C22 -2.916 -0.302 -7.250
C23 -1.300 -0.108 -2.696
H31 -1.514 -2.810 -4.191
H32 -1.325 -2.527 -2.485
H33 -2.910 -2.963 -3.105
H34 -3.762 0.564 -2.890
H35 -3.840 -0.958 -2.032
H36 -4.999 -2.019 -3.925
H37 -5.781 -0.494 -3.583
H38 -5.355 -0.760 -6.027
H39 -4.608 0.663 -5.362
H40 -2.244 -2.798 -6.443
H41 -3.932 -2.676 -6.863
H42 -3.496 -3.007 -5.224
H43 -2.936 0.783 -7.251
H44 -3.683 -0.637 -7.976
H45 -1.946 -0.622 -7.631
H46 -0.279 -0.277 -3.043
H47 -1.375 -0.448 -1.660
H48 -1.489 0.962 -2.710
K2 -5.450 -2.164 -7.563
O7 -3.559 -0.848 4.998
H49 -2.908 -1.236 4.403
H50 -4.027 -0.192 4.472
Cl2 1.294 2.999 0.519

***

No. 8
# C8H6NO3S

A gas-phase ion, C8H6NO3S (charge -1) at a distorted geometry (the ωB97M-V functional and the def2-TZVPD basis, the Open Molecules 2025 dataset).

- Energy: -26860.540 eV
- Max |F|: 4.427 eV Å⁻¹
- Net charge: -1
- Frontier orbital gap: 7.09 eV
- SMILES: [O-][C@@]1(O)Nc2ccccc2OC1=S
- LUMO: 3.415 eV

CARTESIAN COORDINATES (ANGSTROEM)
O1 -0.804 0.459 -1.880
C1 -0.995 -0.772 -1.614
O2 -1.106 -1.742 -2.538
N1 0.123 -1.333 -0.632
C2 0.563 -0.305 0.187
C3 1.850 0.054 0.377
C4 2.020 1.303 0.980
C5 0.929 2.048 1.547
C6 -0.376 1.549 1.491
C7 -0.522 0.385 0.709
O3 -1.808 -0.162 0.593
C8 -1.967 -1.031 -0.345
S1 -2.907 -2.314 -0.264
H1 -1.498 -2.493 -2.200
H2 0.853 -1.674 -1.298
H3 2.708 -0.578 -0.057
H4 3.009 1.775 0.998
H5 1.194 3.052 1.878
H6 -1.264 1.779 2.068